Entry 1:
Density functional theory data (ωB97M-V with the def2-TZVPD basis set) for a 2-piece molecular cluster, C3H7NOS overall at a distorted geometry.

Positions of all 13 atoms, in Å:
C (0.704, -0.214, -0.797)
C (1.938, -0.022, -1.231)
S (-2.765, -0.062, -0.330)
C (0.228, 0.360, 0.531)
N (-0.233, -0.728, 1.403)
O (1.021, 1.203, 1.055)
H (-0.019, -0.765, -1.418)
H (-0.845, 0.847, 0.357)
H (2.647, 0.688, -0.785)
H (2.423, -0.472, -2.099)
H (-4.042, 0.337, -0.297)
H (0.173, -0.517, 2.318)
H (-1.230, -0.655, 1.292)

**LUMO energy**: -3.81 eV
**Calculated total energy**: -646.476205 Eh
**Total charge**: 0
**Max |F|**: 4.621 eV Å⁻¹

List of Löwdin charges in e, atom by atom:
1. C -0.116
2. C 0.034
3. S 0.407
4. C -0.654
5. N 0.125
6. O 0.073
7. H 0.096
8. H 0.109
9. H 0.074
10. H 0.067
11. H -0.286
12. H 0.112
13. H -0.040



Entry 2:
Density functional theory data (ωB97M-V with the def2-TZVPD basis set) for a 2-piece molecular cluster, C3H7NOS overall at a distorted geometry.

Positions of all 13 atoms, in Å:
C (-1.791, -0.241, -0.948)
C (-2.248, 0.105, 0.223)
C (0.915, -0.558, 0.036)
N (2.335, 1.584, 0.711)
O (0.853, -1.852, -0.248)
S (2.543, -0.094, 0.474)
H (-1.364, -1.235, -1.137)
H (-1.814, 0.369, -1.860)
H (-2.494, 1.177, 0.590)
H (-2.283, -0.761, 0.868)
H (1.685, 1.770, 1.467)
H (2.017, 2.059, -0.107)
H (1.646, -2.324, -0.070)

**LUMO energy**: 0.36 eV
**Calculated total energy**: -646.539669 Eh
**Total charge**: 0
**Max |F|**: 2.356 eV Å⁻¹

List of Löwdin charges in e, atom by atom:
1. C -0.152
2. C -0.120
3. C -0.430
4. N -0.348
5. O -0.094
6. S 0.833
7. H 0.040
8. H 0.054
9. H 0.087
10. H 0.041
11. H 0.025
12. H 0.014
13. H 0.051



Entry 3:
Density functional theory data (ωB97M-V with the def2-TZVPD basis set) for one molecule with the formula C3H7NOS at a distorted geometry.

Positions of all 13 atoms, in Å:
C (1.399, 1.971, 1.407)
N (0.774, 0.864, 1.521)
O (-0.352, 0.874, 0.657)
C (-0.797, -0.526, 0.584)
S (-1.007, -0.982, -1.140)
C (0.799, -1.004, -1.571)
H (1.064, 2.781, 0.687)
H (2.296, 2.071, 2.035)
H (-1.814, -0.529, 0.950)
H (-0.108, -1.167, 1.149)
H (1.413, -0.336, -0.954)
H (1.089, -0.762, -2.592)
H (1.164, -2.024, -1.450)

**LUMO energy**: 1.00 eV
**Calculated total energy**: -646.594157 Eh
**Total charge**: 0
**Max |F|**: 2.009 eV Å⁻¹

List of Löwdin charges in e, atom by atom:
1. C -0.034
2. N -0.040
3. O -0.242
4. C -0.518
5. S 0.809
6. C -0.384
7. H 0.105
8. H 0.072
9. H 0.060
10. H 0.088
11. H 0.030
12. H 0.030
13. H 0.023



Entry 4:
Density functional theory data (ωB97M-V with the def2-TZVPD basis set) for one molecule with the formula C3H7NOS at a distorted geometry.

Positions of all 13 atoms, in Å:
C (-1.043, 0.877, -0.069)
C (-0.002, -0.200, 0.245)
S (-0.702, -2.045, 0.080)
N (1.093, 0.073, -0.578)
C (2.383, -0.365, -0.344)
O (2.685, -1.158, 0.560)
H (-1.718, 0.362, -0.713)
H (-0.465, 1.613, -0.561)
H (-1.547, 1.068, 0.871)
H (0.342, -0.230, 1.298)
H (-0.133, -2.536, 1.172)
H (1.038, 0.723, -1.363)
H (3.080, 0.015, -1.164)

**LUMO energy**: 0.73 eV
**Calculated total energy**: -646.670447 Eh
**Total charge**: 0
**Max |F|**: 2.927 eV Å⁻¹

List of Löwdin charges in e, atom by atom:
1. C -0.076
2. C -0.626
3. S 0.665
4. N -0.045
5. C -0.316
6. O -0.004
7. H 0.052
8. H 0.060
9. H 0.087
10. H 0.107
11. H -0.180
12. H 0.134
13. H 0.143



Entry 5:
Density functional theory data (ωB97M-V with the def2-TZVPD basis set) for one molecule with the formula C3H7NOS2 at a distorted geometry.

Positions of all 14 atoms, in Å:
N (-0.406, -1.081, -1.771)
C (-0.590, -0.569, -0.402)
C (-1.962, 0.236, -0.124)
O (-2.644, -0.072, 0.855)
C (0.453, 0.372, 0.212)
S (1.868, -0.586, 0.889)
S (3.051, 0.846, 1.725)
H (-0.578, -0.373, -2.519)
H (0.537, -1.506, -1.962)
H (-0.861, -1.550, 0.097)
H (-1.975, 1.147, -0.722)
H (0.084, 0.873, 1.180)
H (0.652, 1.225, -0.402)
H (2.370, 1.039, 2.942)

**LUMO energy**: 0.36 eV
**Calculated total energy**: -1044.825818 Eh
**Total charge**: 0
**Max |F|**: 3.293 eV Å⁻¹

List of Löwdin charges in e, atom by atom:
1. N 0.002
2. C -0.442
3. C -0.179
4. O 0.042
5. C -0.537
6. S 0.391
7. S 0.272
8. H 0.080
9. H 0.091
10. H 0.147
11. H 0.119
12. H 0.089
13. H 0.072
14. H -0.149



Entry 6:
Density functional theory data (ωB97M-V with the def2-TZVPD basis set) for one molecule with the formula C3H7NP2 at a distorted geometry.

Positions of all 13 atoms, in Å:
H (1.382, -0.155, 3.852)
P (-0.019, -0.564, 3.787)
N (0.119, -0.416, 2.200)
P (-0.825, -0.980, 0.933)
C (-0.291, -0.123, -0.423)
C (-0.902, -0.533, -1.731)
C (0.691, 0.950, -0.605)
H (-0.152, -1.325, -2.154)
H (-1.143, 0.346, -2.295)
H (-1.739, -1.159, -1.501)
H (0.236, 1.945, -0.787)
H (1.267, 0.899, -1.443)
H (1.375, 1.116, 0.166)

**LUMO energy (alpha / beta)**: -0.94 / -0.94 eV
**Calculated total energy**: -855.877614 Eh
**Total charge**: 0
**Max |F|**: 3.312 eV Å⁻¹

List of Löwdin charges in e, atom by atom:
1. H -0.152
2. P 0.680
3. N -0.764
4. P 0.782
5. C -0.645
6. C -0.173
7. C -0.138
8. H 0.123
9. H 0.070
10. H 0.024
11. H 0.104
12. H 0.042
13. H 0.046



Entry 7:
Density functional theory data (ωB97M-V with the def2-TZVPD basis set) for one molecule with the formula C3H7NS at a distorted geometry.

Positions of all 12 atoms, in Å:
S (-0.303, 2.110, 0.746)
C (-0.122, 0.275, 0.647)
C (-0.818, -0.423, -0.561)
N (0.384, -1.218, -0.691)
C (1.206, -0.265, 0.048)
H (-1.463, 2.158, 1.443)
H (-0.411, -0.215, 1.593)
H (-1.022, 0.273, -1.388)
H (-1.741, -0.993, -0.348)
H (0.655, -1.444, -1.641)
H (1.718, 0.509, -0.576)
H (1.917, -0.769, 0.728)

**LUMO energy**: 0.95 eV
**Calculated total energy**: -571.400166 Eh
**Total charge**: 0
**Max |F|**: 1.363 eV Å⁻¹

List of Löwdin charges in e, atom by atom:
1. S 0.690
2. C -0.614
3. C -0.248
4. N -0.081
5. C -0.228
6. H -0.149
7. H 0.102
8. H 0.100
9. H 0.106
10. H 0.102
11. H 0.111
12. H 0.108



Entry 8:
Density functional theory data (ωB97M-V with the def2-TZVPD basis set) for one molecule with the formula C3H7NS at a distorted geometry.

Positions of all 12 atoms, in Å:
C (-1.358, 0.720, 0.122)
C (-0.083, 0.036, -0.492)
C (0.091, -1.333, -0.035)
N (0.973, -0.279, 0.436)
S (2.516, 0.253, -0.012)
H (-1.165, 1.195, 1.035)
H (-2.223, -0.002, 0.320)
H (-1.691, 1.524, -0.629)
H (0.337, 0.451, -1.501)
H (-0.493, -1.825, 0.681)
H (0.544, -2.003, -0.788)
H (2.553, 1.263, 0.862)

**LUMO energy**: 1.01 eV
**Calculated total energy**: -571.351362 Eh
**Total charge**: 0
**Max |F|**: 4.697 eV Å⁻¹

List of Löwdin charges in e, atom by atom:
1. C -0.059
2. C -0.421
3. C -0.161
4. N -0.504
5. S 0.733
6. H 0.037
7. H 0.090
8. H 0.086
9. H 0.146
10. H 0.091
11. H 0.111
12. H -0.148



Entry 9:
Density functional theory data (ωB97M-V with the def2-TZVPD basis set) for one molecule with the formula C3H7NS2 at a distorted geometry.

Positions of all 13 atoms, in Å:
C (-1.604, 0.436, -0.238)
C (-1.181, -0.962, -0.602)
C (-0.779, -0.356, 0.781)
N (0.429, 0.207, 1.161)
S (3.072, -0.462, -0.298)
S (1.208, 1.004, 0.150)
H (-0.994, 1.176, -0.725)
H (-2.572, 0.846, -0.114)
H (-1.622, -1.959, -0.484)
H (-0.292, -0.967, -1.353)
H (-1.336, -0.860, 1.639)
H (3.832, 0.277, -1.047)
H (1.840, 1.621, 1.129)

**LUMO energy**: -0.49 eV
**Calculated total energy**: -969.477677 Eh
**Total charge**: 0
**Max |F|**: 3.197 eV Å⁻¹

List of Löwdin charges in e, atom by atom:
1. C -0.161
2. C -0.105
3. C -0.436
4. N -0.439
5. S 0.281
6. S 0.733
7. H 0.041
8. H 0.082
9. H 0.096
10. H 0.115
11. H 0.150
12. H -0.307
13. H -0.051



Entry 10:
Density functional theory data (ωB97M-V with the def2-TZVPD basis set) for a 2-piece molecular cluster, C3H7O overall at a distorted geometry.

Positions of all 11 atoms, in Å:
C (-2.219, 0.088, -0.167)
C (1.531, 0.482, -0.076)
C (0.175, -0.192, 0.066)
O (-1.071, 0.461, 0.217)
H (-3.038, 0.562, 0.226)
H (-2.341, -0.737, -0.914)
H (2.345, -0.258, -0.042)
H (1.538, 0.958, -1.150)
H (1.775, 1.289, 0.592)
H (0.306, -0.905, 1.677)
H (0.057, -1.153, -0.661)

**LUMO energy (alpha / beta)**: -6.91 / -6.91 eV
**Calculated total energy**: -193.283162 Eh
**Total charge**: +1
**Max |F|**: 6.326 eV Å⁻¹

List of Löwdin charges in e, atom by atom:
1. C 0.244
2. C -0.095
3. C -0.185
4. O -0.003
5. H 0.111
6. H 0.162
7. H 0.098
8. H 0.129
9. H 0.076
10. H 0.294
11. H 0.168



Entry 11:
Density functional theory data (ωB97M-V with the def2-TZVPD basis set) for a 2-piece molecular cluster, C3H7O2 overall at a distorted geometry.

Positions of all 12 atoms, in Å:
C (1.899, 1.277, -0.004)
O (1.140, 0.515, 0.878)
H (2.821, 1.640, 0.471)
H (2.274, 0.687, -0.876)
H (1.330, 2.183, -0.337)
O (-1.032, -2.212, -1.151)
C (-1.427, -1.732, -0.054)
C (-1.685, -0.318, 0.057)
H (-1.470, -2.454, 0.812)
H (0.280, 0.226, 0.457)
H (-2.562, -0.108, 0.600)
H (-1.569, 0.297, -0.853)

**LUMO energy**: 4.10 eV
**Calculated total energy**: -268.952344 Eh
**Total charge**: -1
**Max |F|**: 2.697 eV Å⁻¹

List of Löwdin charges in e, atom by atom:
1. C -0.237
2. O -0.174
3. H 0.057
4. H 0.073
5. H 0.074
6. O -0.202
7. C -0.493
8. C -0.160
9. H 0.077
10. H 0.019
11. H -0.046
12. H 0.012



Entry 12:
Density functional theory data (ωB97M-V with the def2-TZVPD basis set) for a 2-piece molecular cluster, C3H7O2 overall at a distorted geometry.

Positions of all 12 atoms, in Å:
C (-0.876, 1.483, -0.099)
C (2.462, 0.397, -0.351)
C (-2.506, -0.536, 0.226)
O (1.394, -0.361, 0.190)
O (-1.725, 0.691, -0.017)
H (1.601, -0.918, 1.195)
H (1.965, 1.122, -0.996)
H (2.915, -0.044, -1.211)
H (3.043, 0.904, 0.361)
H (-2.381, -1.315, -0.570)
H (-2.276, -1.005, 1.183)
H (-3.615, -0.419, 0.091)

**LUMO energy**: -5.57 eV
**Calculated total energy**: -268.516179 Eh
**Total charge**: +1
**Max |F|**: 5.602 eV Å⁻¹

List of Löwdin charges in e, atom by atom:
1. C 0.406
2. C -0.170
3. C 0.094
4. O -0.244
5. O 0.056
6. H 0.232
7. H 0.066
8. H 0.076
9. H 0.075
10. H 0.141
11. H 0.127
12. H 0.141